(1)
DFT (the ωB97M-V functional and the def2-TZVPD basis) results for a 2-piece molecular cluster, C18H38FO3 overall at a distorted geometry.

Total charge: -1
LUMO energy, Eh: 0.1052
Orbital gap, eV: 4.43
Spin multiplicity: 1
Calculated total energy, eV: -28133.2000
HOMO energy, eV: -1.57

XYZ file:
```
60
Properties=species:S:1:pos:R:3:mulliken_charge:R:1
F -2.806 1.488 -2.865 -0.37
O -1.141 -4.236 -0.336 -0.32
O 0.042 -3.761 2.473 -0.49
O -2.200 -5.792 1.805 -0.29
C 4.097 3.790 -1.143 -0.53
C -2.002 1.556 -0.356 -0.58
C 4.039 2.171 -1.443 -0.69
C 2.718 4.602 -1.504 -0.68
C 0.547 5.879 -0.357 -0.82
C 1.610 1.282 -0.913 -0.44
C -2.281 -4.786 2.805 -0.50
C 3.135 1.342 -0.314 -0.30
C -0.888 0.414 -0.756 -0.53
C 1.918 5.000 -0.109 -0.30
C 0.242 -4.321 -0.017 -0.44
C -2.611 2.375 -1.674 0.51
C -1.578 -2.947 -0.756 -0.80
C 0.539 -4.635 1.462 -0.26
C -4.145 2.919 -1.290 -0.92
C 0.509 0.593 0.136 -0.16
C -1.693 -7.041 2.242 -0.82
C -1.367 -3.572 2.565 -0.05
H 1.671 4.041 0.545 0.09
H -4.604 2.211 -0.475 0.26
H -1.701 -2.996 1.703 -0.09
H 0.546 6.776 0.428 0.27
H 4.395 3.898 0.004 0.29
H 2.653 5.715 0.500 0.39
H -0.931 -7.378 1.537 0.24
H -1.518 -2.889 3.418 0.42
H -2.890 1.019 0.232 0.18
H 3.142 1.888 0.741 0.19
H 3.514 1.959 -2.484 0.29
H -2.502 -7.777 2.232 0.23
H -0.845 -2.159 -0.559 0.38
H -2.503 -2.705 -0.224 0.20
H -0.445 5.267 -0.206 0.14
H 5.155 1.778 -1.501 0.30
H 0.647 -5.148 -0.612 0.37
H 0.268 -5.656 1.709 0.06
H 1.630 -4.615 1.574 0.43
H 1.148 2.314 -1.214 -0.16
H 0.502 6.359 -1.423 0.23
H -0.587 0.677 -1.879 -0.13
H -1.252 -6.999 3.243 0.39
H 3.018 5.622 -2.042 0.39
H -1.870 3.278 -1.895 0.03
H 3.491 0.235 -0.165 0.30
H 0.864 -0.448 0.543 0.06
H -1.540 2.322 0.434 0.12
H 4.944 4.221 -1.864 0.28
H -4.769 2.875 -2.304 0.27
H 2.070 3.988 -2.263 0.31
H 0.787 -3.424 -0.325 0.34
H -2.106 -5.197 3.810 0.36
H -3.314 -4.423 2.795 0.35
H -1.815 -2.978 -1.820 0.29
H 0.398 1.358 1.017 0.20
H 1.671 0.641 -1.916 0.32
H -4.007 4.032 -0.950 0.21
```



(2)
DFT (the ωB97M-V functional and the def2-TZVPD basis) results for C2H3NO10Tl as an isolated structure at a distorted geometry.

Total charge: -1
LUMO energy, Eh: -0.1046
Orbital gap, eV: 3.07
Spin multiplicity: 1
Calculated total energy, eV: -28773.5815
HOMO energy, eV: -5.92

XYZ file:
```
17
Properties=species:S:1:pos:R:3:mulliken_charge:R:1
Tl 0.071 0.288 -2.165 1.00
O -1.796 1.041 0.627 -0.50
O 2.144 1.714 -0.609 -0.43
O 3.831 2.396 0.500 -0.56
O -0.168 -0.745 -4.654 -0.72
O 1.897 2.305 1.443 -0.49
O 0.554 -0.540 2.590 -0.53
O -2.624 -0.054 -1.082 -0.69
O -3.646 -0.179 0.931 -0.47
O 0.930 -0.768 0.424 -0.39
O 1.399 -2.451 1.849 -0.47
N 2.630 2.149 0.475 0.99
C -2.673 0.307 0.111 0.78
C 0.937 -1.199 1.605 0.66
H -0.845 -0.841 -5.331 0.20
H 1.257 -2.432 2.821 0.32
H -3.897 -0.991 0.463 0.31
```



(3)
DFT (the ωB97M-V functional and the def2-TZVPD basis) results for a single C9H11INO2P molecule at a distorted geometry.

SMILES: C[C@@H](I)CC1=CC(=O)C([PH2]=N)=CC1=O
LUMO energy, Eh: -0.0413
Orbital gap, eV: 7.86
Spin multiplicity: 1
Calculated total energy, eV: -32482.8044
HOMO energy, eV: -8.98

XYZ file:
```
25
Properties=species:S:1:pos:R:3:mulliken_charge:R:1
I -4.763 -0.855 -0.078 0.05
P 3.386 0.423 -1.651 0.25
O 0.450 1.002 2.528 -0.49
O 1.024 2.837 -1.719 -0.51
N 4.213 -0.640 -0.803 -0.71
C -2.608 -0.909 0.274 -0.25
C -0.791 0.898 0.473 0.30
C -2.134 0.391 1.027 -1.09
C -2.221 -2.222 1.028 -1.06
C 0.469 0.811 1.360 0.17
C 1.908 0.886 -0.631 0.27
C 1.749 0.412 0.596 -0.39
C 0.796 1.831 -1.131 0.00
C -0.627 1.385 -0.756 -0.19
H 4.254 -1.516 -1.326 0.21
H 4.175 1.555 -1.969 0.11
H -1.931 0.099 2.079 0.34
H -2.902 1.181 1.057 0.56
H -1.463 1.454 -1.470 0.44
H 2.932 -0.225 -2.840 0.10
H 2.507 -0.261 1.033 0.54
H -2.087 -2.045 2.114 0.27
H -2.076 -0.899 -0.696 0.42
H -1.274 -2.582 0.581 0.27
H -2.988 -3.012 0.921 0.39
```



(4)
DFT (the ωB97M-V functional and the def2-TZVPD basis) results for a single C27H33ClN4O2 molecule at a distorted geometry.

SMILES: CCN(CCNC(=O)C1CCN(Cc2nc(-c3ccc(Cl)cc3)oc2C)CC1)c1ccccc1
LUMO energy, Eh: 0.0211
Orbital gap, eV: 8.31
Spin multiplicity: 1
Calculated total energy, eV: -51113.6752
HOMO energy, eV: -7.74

XYZ file:
```
67
Properties=species:S:1:pos:R:3:mulliken_charge:R:1
Cl 5.239 1.613 9.947 -0.22
O 0.088 0.595 5.714 -0.43
O 1.323 -2.273 -1.042 -0.69
N -0.199 -2.009 -2.671 -0.18
N 1.574 1.332 4.250 -0.64
N -0.384 -0.646 -5.365 0.39
N -0.452 0.154 1.497 0.26
C 0.169 -2.094 -1.370 0.27
C 2.822 0.988 8.930 -0.68
C 2.279 1.186 6.593 0.07
C -1.305 0.300 -4.971 0.99
C 0.277 1.249 2.116 -1.14
C -1.905 0.137 4.341 -1.36
C -0.999 -2.003 -0.388 0.11
C -0.532 -2.256 1.047 -1.41
C 0.750 -2.145 -3.748 -0.74
C 0.839 -0.892 -4.637 -1.04
C -2.378 0.669 -5.797 -0.53
C -0.504 0.595 4.493 0.65
C -0.477 -1.310 -6.647 -1.05
C 0.416 1.051 3.587 0.90
C -0.785 0.447 0.116 -0.92
C -1.235 0.917 -3.714 -0.02
C 3.571 1.650 6.336 -0.33
C 4.101 1.449 8.657 0.41
C 1.343 1.053 5.502 0.40
C -2.175 1.846 -3.315 -0.57
C -3.319 1.590 -5.383 -0.80
C -1.700 -0.642 -0.434 -1.09
C 0.110 -0.480 -7.791 -1.14
C 1.914 0.857 7.898 -0.34
C 4.481 1.782 7.364 -0.67
C -3.231 2.191 -4.140 -0.64
C 0.301 -1.090 1.570 -0.75
H 1.720 -2.336 -3.282 0.41
H 2.545 0.734 9.941 0.41
H -2.118 0.040 3.281 0.16
H 0.916 0.499 8.097 0.45
H 0.475 -3.008 -4.365 0.33
H 0.066 -2.256 -6.573 0.35
H 1.235 -1.024 0.991 0.36
H 1.105 -0.027 -4.029 0.46
H -2.594 -0.691 0.191 0.44
H -3.966 2.913 -3.823 0.42
H 0.561 -1.270 2.615 0.56
H 0.122 0.523 -0.511 0.28
H -4.130 1.845 -6.050 0.37
H -1.163 -1.854 -2.920 0.36
H -1.407 -2.388 1.686 0.48
H 1.288 1.376 1.693 0.28
H -2.593 0.853 4.790 0.36
H -0.408 0.471 -7.879 0.31
H 1.651 -1.047 -5.354 0.38
H -2.488 0.244 -6.781 0.26
H 1.163 -0.278 -7.611 0.33
H -2.080 2.301 -2.340 0.35
H 0.017 -1.020 -8.730 0.40
H -1.304 1.410 0.083 0.62
H -2.011 -0.383 -1.448 0.49
H 5.480 2.138 7.171 0.41
H -2.044 -0.822 4.836 0.30
H -1.713 -2.784 -0.678 0.56
H -0.284 2.173 1.934 0.45
H -1.521 -1.555 -6.856 0.55
H -0.440 0.677 -3.026 0.18
H 3.836 1.899 5.321 0.47
H 0.072 -3.163 1.085 0.39
```